No. 1
26
Properties=species:S:1:pos:R:3:forces:R:3 method="wB97M-V/def2-TZVPD" e_lumo_ev=-4.5 multiplicity=1 gap_ha=0.317 e_tot_ev=-13558.119 de_lowest_ev=3.172 smiles="C[N+](C)=CCCCCN=C=O" homo_ev=-13.159 charge=+1 fmax_ha_per_bohr=0.1510
C 2.7263 0.7565 -1.4976 -0.1 -1.4 -0.1
N 2.2018 0.9576 -0.0796 -0.5 -0.9 1.1
C 3.2583 1.2248 0.8876 1.7 1.1 1.6
C 0.9900 0.7695 0.4468 2.2 -2.2 -7.1
C -0.1044 0.0159 -0.2558 0.5 1.8 2.5
C -0.6521 -1.0942 0.7221 2.6 1.0 1.4
C -1.6915 -1.8094 -0.0144 -3.4 -3.2 -0.2
C -3.1373 -1.1547 0.1408 1.8 -3.9 -1.0
N -3.0506 0.2158 -0.0815 -0.6 1.1 0.2
C -3.9315 1.0494 -0.1337 2.5 -2.5 0.2
O -4.5985 1.9474 -0.2260 -2.7 3.2 -0.3
H 3.0490 1.7072 -1.9316 -0.2 0.1 0.6
H 3.6534 0.0365 -1.6198 -2.1 1.2 0.9
H 1.8723 0.4102 -2.0935 0.5 -0.1 0.0
H 3.4606 0.3928 1.6248 -0.6 0.5 -1.1
H 4.2467 1.4269 0.3890 -1.2 0.0 0.4
H 2.9632 2.1023 1.5104 0.4 -0.5 -0.5
H 0.7402 1.1455 1.3294 -0.2 1.5 4.2
H 0.2125 -0.3341 -1.1877 0.5 -1.0 -1.2
H -0.8342 0.7851 -0.4655 -0.8 0.0 0.1
H -1.0880 -0.6625 1.7448 1.1 -0.7 -2.2
H 0.3089 -1.7385 0.9624 -2.1 0.9 -0.2
H -1.5815 -1.9697 -1.1325 0.7 0.2 1.4
H -1.8992 -2.8643 0.4943 0.8 1.9 -1.3
H -3.6868 -1.7491 -0.6427 -0.1 1.0 0.8
H -3.4277 -1.5668 1.1095 -0.7 1.1 0.2


No. 2
96
Properties=species:S:1:pos:R:3:forces:R:3 method="wB97M-V/def2-TZVPD" e_lumo_ev=0.4 multiplicity=1 gap_ha=0.422 e_tot_ev=-46011.926 de_lowest_ev=0.000 smiles=CCCC#N.CCCC#N.CCCC#N.CCCC#N.CCCC#N.CCCC#N.CCCC#N.CCCC#N homo_ev=-11.090 charge=0 fmax_ha_per_bohr=0.0241
C 4.4849 0.8993 1.6971 -0.6 -0.6 0.2
C 4.5199 -0.5636 2.1621 0.1 0.6 0.0
C 5.0972 -1.5268 1.1221 -0.1 -0.5 0.2
C 4.4831 -1.4469 -0.1999 0.2 0.3 0.2
N 4.0471 -1.3677 -1.2553 -0.3 0.0 -0.3
H 5.4715 1.2082 1.3593 -0.1 0.3 0.0
H 4.0958 1.5226 2.5033 0.4 0.1 0.2
H 3.7364 1.0179 0.9133 0.4 0.0 -0.3
H 3.5136 -0.8659 2.4545 0.0 -0.1 -0.1
H 5.1388 -0.6267 3.0587 0.0 -0.2 0.0
H 4.9488 -2.5581 1.4561 0.1 0.0 0.1
H 6.1729 -1.3977 0.9929 0.0 0.2 0.0
C -0.0726 -1.4596 -4.6191 0.2 1.0 0.7
C 1.3005 -1.9172 -5.0782 0.0 -0.5 0.0
C 2.2611 -2.1711 -3.9066 0.1 0.5 -0.4
C 1.8486 -3.2804 -3.0539 0.2 0.2 -0.1
N 1.4947 -4.1419 -2.3846 -0.1 -0.1 0.1
H -0.8454 -1.4555 -5.3833 0.0 -0.2 -0.1
H 0.0196 -0.4229 -4.2678 -0.1 0.0 -0.1
H -0.4161 -1.9754 -3.7198 -0.1 -0.4 -0.3
H 1.7869 -1.1699 -5.7066 -0.2 0.0 -0.1
H 1.2279 -2.8313 -5.6735 0.0 0.0 0.0
H 2.3611 -1.2684 -3.2997 -0.1 -0.1 0.1
H 3.2599 -2.3398 -4.3104 0.0 -0.3 0.2
C -5.0995 -1.1629 0.5050 0.3 -0.3 0.4
C -4.6594 -2.3833 1.3323 -0.9 0.2 -0.4
C -3.1964 -2.3638 1.7369 0.2 -0.3 0.0
C -2.7663 -1.1601 2.4455 -0.2 0.1 0.1
N -2.4000 -0.1933 2.9458 0.0 0.0 0.1
H -4.7032 -1.2560 -0.5060 -0.2 0.1 -0.1
H -4.7078 -0.2320 0.9192 0.0 0.0 0.1
H -6.1852 -1.0836 0.5218 0.0 0.0 -0.3
H -4.8621 -3.2849 0.7487 0.4 0.0 -0.1
H -5.3297 -2.5255 2.1845 0.3 0.4 0.3
H -2.5323 -2.4084 0.8684 -0.2 -0.2 -0.1
H -2.9805 -3.2418 2.3462 0.2 0.1 0.0
C -4.0421 -2.0744 -4.2686 -0.6 -0.5 -0.4
C -5.4556 -2.3878 -3.7279 0.7 0.6 0.6
C -5.7203 -3.8768 -3.4982 -0.1 0.3 0.1
C -4.8055 -4.4249 -2.4936 0.0 0.0 0.0
N -4.0825 -4.8209 -1.6939 -0.1 0.0 0.0
H -3.3227 -1.9104 -3.4709 0.0 0.2 0.0
H -4.1076 -1.2120 -4.9297 0.3 0.2 0.2
H -3.6729 -2.9069 -4.8736 0.0 0.0 0.0
H -6.2390 -1.9277 -4.3275 0.0 -0.3 -0.3
H -5.5241 -1.8669 -2.7684 -0.2 -0.2 0.1
H -5.6037 -4.4536 -4.4158 -0.1 0.0 0.0
H -6.7396 -3.9974 -3.1292 0.0 -0.2 0.0
C 1.8055 5.1243 1.6215 0.0 -0.3 0.2
C 2.9813 4.2820 2.0741 0.5 -0.5 0.5
C 4.2659 4.5389 1.2712 0.2 -0.4 0.5
C 4.1524 4.0916 -0.1187 0.0 0.3 0.0
N 4.0724 3.6583 -1.1788 -0.1 0.0 0.0
H 2.1278 6.1447 1.4144 -0.1 0.0 0.0
H 1.0601 5.1429 2.4175 -0.1 0.1 -0.1
H 1.3506 4.7004 0.7286 0.0 0.2 -0.1
H 2.7766 3.2077 2.0601 -0.3 0.1 -0.4
H 3.1909 4.4312 3.1390 0.2 0.4 -0.1
H 5.1040 3.9663 1.6831 -0.1 -0.1 0.1
H 4.5767 5.5765 1.3906 -0.2 0.1 -0.5
C 0.7509 0.6166 4.4588 -0.5 0.3 0.3
C 0.3805 -0.4381 5.5028 0.2 0.2 -0.2
C 0.8908 -1.8224 5.0939 0.2 -0.2 0.2
C 0.2458 -2.3260 3.8913 -0.2 0.0 -0.3
N -0.2832 -2.7236 2.9538 0.1 -0.1 0.0
H 0.3530 1.5896 4.7568 -0.1 -0.1 0.0
H 0.2821 0.3635 3.5072 0.2 0.1 -0.1
H 1.8281 0.7655 4.3632 0.1 -0.3 -0.1
H -0.7008 -0.4798 5.6306 0.0 0.1 -0.1
H 0.8084 -0.1575 6.4661 0.0 -0.2 0.1
H 0.7162 -2.5890 5.8539 0.1 0.2 0.1
H 1.9643 -1.7927 4.8860 0.0 0.0 0.1
C -1.3879 3.9102 0.3297 -0.7 0.8 -0.4
C -1.6667 3.4299 -1.0959 -0.2 -0.1 0.4
C -0.4324 3.3507 -1.9913 0.3 -0.2 0.2
C 0.3198 4.6005 -2.1384 -0.3 0.2 -0.1
N 0.8921 5.5906 -2.2522 -0.1 -0.1 0.1
H -0.9835 4.9251 0.2814 0.4 -0.2 0.1
H -0.7658 3.2513 0.9271 0.2 0.0 -0.1
H -2.3374 4.0641 0.8489 0.0 -0.4 0.1
H -2.4269 4.0720 -1.5448 0.1 0.1 -0.1
H -2.1191 2.4360 -1.0722 0.1 -0.1 0.0
H -0.7130 2.9721 -2.9739 0.1 0.1 -0.1
H 0.2739 2.6366 -1.5624 0.0 -0.1 -0.1
C 1.0250 0.9055 0.5078 -0.1 0.2 0.0
C 0.7847 -0.5616 0.7868 -0.6 -0.1 0.1
C 0.3142 -1.3712 -0.4180 0.7 -0.2 -0.3
C -0.8946 -0.8123 -1.0197 0.0 -0.2 -0.1
N -1.8076 -0.3387 -1.5321 -0.1 0.0 0.1
H 1.2181 1.4233 1.4504 0.0 0.1 -0.1
H 0.1149 1.3199 0.0711 0.0 0.1 0.1
H 1.8370 1.1431 -0.1842 0.1 -0.3 0.0
H -0.0409 -0.6361 1.5006 0.2 0.1 0.2
H 1.6405 -1.0631 1.2392 0.1 0.0 -0.1
H 0.1785 -2.4162 -0.1330 -0.3 0.1 0.0
H 1.0779 -1.4081 -1.2035 0.0 0.1 0.0


No. 3
53
Properties=species:S:1:pos:R:3:forces:R:3 method="wB97M-V/def2-TZVPD" e_lumo_ev=-0.2 multiplicity=1 gap_ha=0.301 e_tot_ev=-71425.246 smiles="Cc1ccccc1CBP(O)Cl.O=S1(=O)CCCC1.O=S1(=O)CCCC1" homo_ev=-8.431 charge=0 fmax_ha_per_bohr=0.0350
C 0.8254 -1.1460 -0.4031 0.1 0.0 0.4
C 1.1085 0.0540 0.4777 0.0 -0.6 -0.7
C 0.1705 1.0540 0.4816 -1.0 0.3 -0.4
C 0.3061 2.1858 1.2488 -0.4 0.2 -0.1
C 1.4383 2.3020 2.0017 0.4 1.3 1.1
C 2.3979 1.3265 2.0234 0.5 0.0 0.2
C 2.2455 0.1955 1.2620 0.4 -1.4 -0.2
C 3.3103 -0.8927 1.2281 0.7 0.6 0.0
B 4.3668 -0.8082 2.3919 -0.4 -0.7 -0.7
P 3.9922 -1.3409 4.1907 0.2 0.7 0.4
O 5.0959 -2.5567 4.4355 -0.4 0.3 -0.1
Cl 2.0951 -2.1724 4.0735 0.3 -0.3 -0.1
H 1.5753 -1.9277 -0.3171 -0.1 0.0 0.0
H -0.1355 -1.5544 -0.0791 0.0 -0.1 -0.3
H 0.7846 -0.8706 -1.4588 -0.1 0.1 0.1
H -0.7153 0.9652 -0.1438 0.1 -0.1 0.0
H -0.4617 2.9475 1.2418 0.1 0.1 -0.1
H 1.6274 3.1823 2.6107 -0.2 0.0 -0.1
H 3.2835 1.4898 2.6321 0.0 -0.1 0.0
H 3.8611 -0.7685 0.2858 -0.1 -0.2 0.0
H 2.8766 -1.8972 1.2217 -0.1 0.1 0.1
H 5.4641 -0.4115 2.1587 0.1 0.1 0.3
H 5.4477 -2.3999 5.3195 0.0 -0.3 0.0
O -4.3464 2.5802 0.4311 0.1 0.0 -0.2
S -3.5858 3.3497 1.3817 0.0 0.1 0.3
O -2.4205 4.1019 0.9892 -0.1 -0.1 -0.3
C -4.7047 4.4281 2.2678 -0.3 0.1 0.3
C -5.1728 3.5912 3.4541 0.0 -0.1 0.0
C -3.9210 2.8804 3.9855 0.0 0.1 0.0
C -3.1769 2.2953 2.7786 0.0 -0.1 0.4
H -5.5129 4.7371 1.6089 0.1 0.0 -0.1
H -4.1351 5.2969 2.5972 0.0 0.0 -0.1
H -5.6421 4.2101 4.2178 0.0 0.0 0.0
H -5.9048 2.8511 3.1225 0.0 0.0 0.0
H -3.2820 3.6036 4.4968 0.0 0.0 0.0
H -4.1733 2.1020 4.7043 0.0 0.0 0.0
H -2.0990 2.2975 2.9231 0.0 0.0 -0.2
H -3.5167 1.2879 2.5454 0.0 0.0 -0.1
O 1.1189 -3.8947 -2.9338 0.1 0.1 0.1
S 1.4149 -2.9060 -3.9386 0.0 0.1 -0.3
O 2.3309 -1.8231 -3.6887 0.0 -0.1 0.2
C 1.8926 -3.7474 -5.4436 -0.1 -0.2 -0.3
C 0.5776 -3.9761 -6.1820 -0.1 0.0 0.1
C -0.2160 -2.6710 -6.0373 0.1 0.0 0.0
C -0.1339 -2.2444 -4.5663 -0.3 0.1 -0.3
H 2.4174 -4.6674 -5.1964 0.0 0.1 0.1
H 2.5482 -3.0792 -6.0017 0.0 0.0 0.1
H 0.7466 -4.2334 -7.2268 0.0 0.0 0.0
H 0.0267 -4.7968 -5.7169 0.0 0.0 0.0
H 0.2318 -1.9013 -6.6695 0.0 0.0 0.0
H -1.2516 -2.7910 -6.3529 0.0 0.0 0.0
H -0.1285 -1.1628 -4.4548 0.1 0.0 0.2
H -0.9421 -2.6742 -3.9773 0.1 0.0 0.1


No. 4
55
Properties=species:S:1:pos:R:3:forces:R:3 method="wB97M-V/def2-TZVPD" e_lumo_ev="-7.3 / -7.2" multiplicity=2 gap_ha="0.233 / 0.245" e_tot_ev=-60888.816 s_squared=0.75 de_lowest_ev=0.312 homo_ev="-13.680 / -13.844" charge=+2 fmax_ha_per_bohr=0.0102
Ta -1.1226 0.8994 -0.3812 0.5 0.1 -0.1
O -3.3516 3.8737 0.1518 0.0 0.0 0.0
S -2.8990 2.6491 0.6741 -0.3 -0.2 0.0
O -1.3538 2.5820 0.7913 0.0 -0.4 0.0
O -2.9016 1.5050 -0.5396 -0.4 0.3 0.0
O -3.5110 2.0039 1.7875 0.0 0.2 0.0
C -3.4446 -1.6874 3.8450 0.0 0.0 0.0
N -2.0026 -1.4800 4.0049 0.0 0.0 0.0
C -1.3009 -2.7348 3.7386 0.0 0.0 0.0
N -1.6042 -3.2912 2.4160 0.0 0.0 0.0
C -3.0560 -3.4599 2.2923 0.0 0.0 0.0
N -3.7919 -2.2193 2.5256 0.0 0.0 0.0
C -3.6041 -1.2497 1.4702 0.0 0.0 0.0
P -1.7979 -0.7924 1.4048 0.0 0.0 0.1
C -1.5119 -0.3844 3.1954 0.0 0.1 0.0
C -1.0468 -2.4984 1.3398 0.0 0.0 0.0
H -3.9693 -0.7462 4.0097 0.0 0.0 0.0
H -3.7716 -2.4040 4.5979 0.0 0.0 0.0
H -1.6072 -3.4639 4.4880 0.0 0.0 0.0
H -0.2247 -2.5800 3.8309 0.0 0.0 0.0
H -3.3747 -4.1912 3.0343 0.0 0.0 0.0
H -3.2947 -3.8483 1.3013 0.0 0.0 0.0
H -4.1787 -0.3432 1.6609 0.0 0.0 0.0
H -3.9145 -1.6623 0.5084 0.0 0.0 0.0
H -2.0455 0.5383 3.4281 0.0 0.0 0.0
H -0.4466 -0.2267 3.3753 0.0 0.0 0.0
H 0.0381 -2.4316 1.4448 0.0 0.0 0.0
H -1.2710 -2.9565 0.3745 0.0 0.0 0.0
N 5.5456 3.8018 -1.5494 0.0 0.0 0.0
C 4.7636 2.8183 -2.0100 0.0 0.0 -0.1
O 5.1008 1.9281 -2.7660 0.0 0.0 0.0
C 3.3338 2.7493 -1.5253 0.0 0.0 0.1
C 2.3216 2.6679 -2.4793 0.1 0.0 0.0
C 1.0653 2.2929 -2.0765 -0.1 0.0 0.0
N 0.7809 1.9889 -0.7930 0.1 -0.1 0.0
C 1.7264 2.1739 0.1404 0.0 0.0 0.0
C 3.0124 2.5598 -0.1878 0.0 0.0 0.0
H 6.5007 3.8502 -1.8719 0.0 0.0 0.0
H 5.1856 4.5714 -1.0112 0.0 0.0 0.0
H 2.5323 2.8516 -3.5238 0.0 0.0 0.0
H 0.2552 2.2007 -2.7938 0.0 0.0 0.0
H 1.4405 1.9838 1.1679 0.0 0.0 0.0
H 3.7584 2.6547 0.5898 0.0 0.0 0.0
O -0.2599 -0.5435 -1.4712 0.1 0.0 -0.1
N 0.6792 -0.7250 -2.4261 0.0 0.0 0.0
C 0.2843 -0.8350 -3.7055 -0.1 0.0 0.0
C 1.2345 -0.9898 -4.6884 0.1 0.0 0.0
C 2.5803 -1.0247 -4.3425 0.0 0.0 0.0
C 2.9459 -0.9259 -3.0063 0.0 0.0 0.0
C 1.9660 -0.7879 -2.0493 0.1 0.0 0.0
H -0.7815 -0.7934 -3.8781 0.0 0.0 0.0
H 0.9133 -1.0794 -5.7163 0.0 0.0 0.0
H 3.3387 -1.1308 -5.1062 0.0 0.0 0.0
H 3.9826 -0.9433 -2.7025 0.0 0.0 0.0
H 2.1541 -0.7149 -0.9884 0.0 0.0 0.0


No. 5
18
Properties=species:S:1:pos:R:3:forces:R:3 method="wB97M-V/def2-TZVPD" e_lumo_ev=0.7 multiplicity=1 gap_ha=0.363 e_tot_ev=-12395.240 de_lowest_ev=1.495 smiles="NCCNC(=O)O.O" homo_ev=-9.226 charge=0 fmax_ha_per_bohr=0.1079
N 0.4900 2.1728 1.0453 1.1 2.2 0.4
C -0.4586 1.3190 1.8129 -0.3 1.6 -0.7
C 0.0245 -0.0437 1.4985 3.1 -3.3 1.2
N -0.4499 -0.6001 0.2260 -1.8 3.7 0.8
C 0.3131 -1.3701 -0.5810 -1.5 0.5 0.0
O 0.0293 -1.4398 -1.7512 1.4 -1.3 -0.2
O 1.2241 -2.0438 0.1732 0.0 0.1 -0.4
H 1.4479 2.3671 1.5424 -2.7 -0.8 -1.0
H 0.1040 3.1146 0.8198 0.4 -1.0 0.5
H -0.5107 1.6584 2.9041 -0.2 -1.1 -1.4
H -1.4842 1.3590 1.3090 1.1 0.6 0.9
H -0.1791 -0.7913 2.3150 0.1 0.7 -0.6
H 1.1892 -0.0075 1.3666 -2.0 0.0 0.8
H -0.9724 0.1989 -0.2627 1.1 -2.2 0.0
H 1.6248 -2.7358 -0.3485 0.2 -0.3 -0.5
O -1.0368 1.1371 -2.2564 -3.5 -4.0 -1.5
H -1.9843 1.3593 -2.2590 0.9 0.3 0.0
H -0.5216 1.8098 -1.9927 2.5 4.1 1.5